A structure of composition C7H21ClI2N5P2Tl in a non-equilibrium geometry. Source: the OMol25 dataset; level of theory: the ωB97M-V functional and the def2-TZVPD basis.

Geometry as ORCA input:
```
! wB97M-V def2-TZVPD RIJCOSX def2/J DEFGRID3
* xyz 2 1
I 0.4162 1.1992 -4.7199
I -0.5076 3.2561 -2.3168
Tl 0.0897 0.5984 -1.2948
P -2.4695 -0.0116 -0.8502
C -3.3686 1.0465 0.3256
C -3.2927 0.2775 -2.4553
H -4.3669 0.0991 -2.3361
H -4.0107 -1.8548 -0.4803
H -2.8500 -0.4005 -3.1920
H -2.3539 -2.4048 -0.9708
H -3.0969 2.0921 0.1405
H -3.0801 1.3006 -2.7856
C -2.9312 -1.7040 -0.3572
H -4.4487 0.8945 0.2161
H -2.6381 -1.8513 0.6892
H -3.0530 0.7870 1.3430
P 2.6183 0.0113 -0.8439
C 3.5194 1.0535 0.3412
C 3.0907 -1.6883 -0.3761
H 3.0186 -0.3983 -3.1772
H 4.5229 0.1431 -2.3202
H 3.2080 1.2990 -2.8018
C 3.4450 0.2922 -2.4423
H 2.5209 -2.3914 -0.9928
H 4.1701 -1.8357 -0.5042
H 4.5991 0.9157 0.2125
H 3.2253 0.7771 1.3606
H 2.8099 -1.8575 0.6695
H 3.2448 2.1027 0.1822
Cl -0.0012 -1.7961 -2.3976
N -0.5234 -1.1735 4.8441
N -0.4504 -0.2896 3.7620
N 0.1064 0.9532 3.9220
C 0.3560 1.2735 2.6375
N 0.0351 0.3011 1.7679
N -0.4353 -0.7296 2.4978
H -1.2187 -1.8904 4.6809
H -0.6962 -0.6103 5.6792
H 0.7967 2.2143 2.3431
*
```

The value obtained for the LUMO energy (spin up / spin down) is -10.592 / -10.437 eV. The energy is -67028.03945 eV. Its relative energy (zero: lowest compared OMol25 entry of this formula, charge and spin) is 0.6051 eV. The value obtained for the HOMO-LUMO gap (spin up / spin down) is 4.75 / 4.91 eV.

Results of the Mulliken charge analysis, in e, for atoms 1 through 5: 0.262 0.004 1.040 0.513 -1.084